--- i ---
Computed, not measured: an isolated molecule of C3H5ClN4, with wB97M-V/def2-TZVPD.

```
13
Properties=species:S:1:pos:R:3
C -1.5478 0.0370 1.6285
C -0.2950 0.5275 1.5256
C -2.4116 -0.4562 0.6402
N 0.6479 0.2634 0.6060
N -0.9377 0.6481 -0.9724
N 0.1701 0.1555 -0.6408
N 0.9420 -0.5058 -1.5058
Cl -3.6321 -1.5151 1.1090
H -1.8353 -0.0009 2.6990
H 0.1559 0.5157 2.5611
H -1.2296 0.3290 -1.9563
H 1.8148 -0.7555 -1.0237
H 1.1226 -0.0550 -2.3395
```

Computed properties:
E_HOMO (spin up / spin down): -7.49 / -7.48 eV
LUMO energy (spin up / spin down): -0.02288 / -0.02281 hartree
2S+1: 1
Orbital gap (spin up / spin down): 6.87 / 6.86 eV

***

--- ii ---
Computed, not measured: a 2-piece molecular cluster, C3H5ClN4 overall, with wB97M-V/def2-TZVPD.

```
13
Properties=species:S:1:pos:R:3
C -1.7175 -0.5164 0.9049
C -0.1545 -1.1352 -0.7888
C 3.1683 1.2856 0.2586
N -2.8219 0.2078 0.9655
N -2.8761 0.7975 -0.1903
N -1.9208 0.5640 -0.9516
N -1.1147 -0.3095 -0.3140
Cl 1.5156 1.1100 -0.1148
H -1.4050 -1.2482 1.6476
H 0.2070 -0.7681 -1.7449
H -0.1697 -2.1170 -0.3289
H 3.9290 1.3305 -0.4662
H 3.3603 0.7990 1.1230
```

Computed properties:
E_HOMO (spin up / spin down): -8.58 / -8.93 eV
LUMO energy (spin up / spin down): -0.01507 / -0.02807 hartree
2S+1: 1
Orbital gap (spin up / spin down): 8.17 / 8.17 eV

***

Which of them is least stable? Easy: i.

***

--- i ---
Computed, not measured: C2H5N3S2 as an isolated structure, with wB97M-V/def2-TZVPD.

```
12
Properties=species:S:1:pos:R:3
C 1.0427 0.3442 -0.1064
C -1.5178 0.3316 0.0068
H 3.4128 -0.1001 1.2611
H 4.3155 -0.7204 -0.0879
H 1.8419 -1.4091 0.0093
H 2.0719 1.8027 -0.1127
H -1.3677 1.4118 0.1695
N 3.5213 -0.0624 0.2930
N 2.2943 -0.4788 -0.3395
N 0.9502 1.5871 -0.1241
S -0.3706 -0.7912 -0.0466
S -3.0535 0.0187 0.0812
```

Computed properties:
E_HOMO: -8.58 eV
LUMO energy: -0.00779 hartree
2S+1: 1
Orbital gap: 8.37 eV

***

--- ii ---
Computed, not measured: an isolated molecule of C2H5N3S2, with wB97M-V/def2-TZVPD.

```
12
Properties=species:S:1:pos:R:3
S 3.5823 0.4776 -0.3009
N 2.0144 -0.0770 -0.1959
N 1.5897 -1.1205 -0.7365
C 0.1364 -1.3691 -0.5583
N -0.4285 -0.0936 -0.1033
S -1.4789 0.9487 -0.9632
C 1.0464 0.7396 0.4642
H -0.1245 -1.7946 -1.5742
H 0.0982 -2.2113 0.1419
H -2.6532 1.0326 -0.1572
H 0.8582 1.7460 0.1469
H 1.1022 0.5488 1.5134
```

Computed properties:
E_HOMO (spin up / spin down): -8.69 / -8.69 eV
SMILES string: [S-][N+]1=NCN(S)C1
LUMO energy (spin up / spin down): -0.01110 / -0.01107 hartree
2S+1: 1
Orbital gap (spin up / spin down): 8.39 / 8.39 eV

***

Which of them is least stable? Easy: ii.

***

--- i ---
Computed, not measured: an isolated molecule of CH4BrO3P, with wB97M-V/def2-TZVPD.

```
10
Properties=species:S:1:pos:R:3
O -1.8537 -0.4738 0.4815
P -0.9631 0.8806 0.1394
O -0.9944 1.4773 1.6115
O 0.6329 0.1123 0.3241
C 1.4477 -0.2200 -0.7316
Br 0.5169 -1.1475 -2.2400
H -2.0732 -0.9477 -0.2538
H -0.9109 0.6916 2.3018
H 2.2236 -0.8763 -0.3445
H 1.9742 0.5037 -1.2883
```

Computed properties:
E_HOMO: -9.92 eV
SMILES string: OP(O)OCBr
LUMO energy: 0.02566 hartree
2S+1: 1
Orbital gap: 10.62 eV

***

--- ii ---
Computed, not measured: a 2-piece molecular cluster, CH4BrO3P overall, with wB97M-V/def2-TZVPD.

```
10
Properties=species:S:1:pos:R:3
O 1.4550 -1.3532 -1.0703
P 1.1429 -1.1760 0.3108
O 2.1743 -0.1020 0.9874
H 2.8935 0.1518 0.4872
O -0.3286 0.6783 0.4129
C -1.4368 0.6233 -0.3522
Br -2.1560 -1.2564 -0.3595
H -0.2894 0.7290 1.3546
H -1.0840 0.5144 -1.4256
H -2.3709 1.1909 -0.3453
```

Computed properties:
E_HOMO: -9.77 eV
SMILES string: O=PO.OCBr
LUMO energy: 0.01700 hartree
2S+1: 1
Orbital gap: 10.23 eV

***

Which of them is least stable? Easy: ii.